# 1
Density functional theory data (wB97M-V/def2-TZVPD) for a cluster of 2 separate species, C11H18 in total at a distorted geometry.

Computed properties:
Kohn-Sham gap: 9.903 eV
SMILES string: Cc1ccccc1.CC(C)C
F_max: 2.62 eV Å⁻¹
E_HOMO: -8.94 eV
E_tot: -429.89234 Eh
energy above the lowest of the compared OMol25 structures with the same formula, charge and spin: 30.3 kcal/mol

Structure (ORCA input):
```
! RIJCOSX wB97M-V def2-TZVPD def2/J DEFGRID3
* xyz 0 1
C 1.55 -0.07 -1.28
C 1.39 3.35 0.50
C 1.90 2.15 0.03
C 0.28 3.97 -0.08
C 1.17 1.31 -0.85
C -0.22 3.32 -1.21
C 0.16 2.01 -1.53
H 1.90 3.98 1.24
H 2.79 1.80 0.51
H -0.21 4.79 0.42
H -0.98 3.79 -1.82
H 2.13 0.01 -2.23
H 0.62 -0.63 -1.43
H -0.45 1.53 -2.29
H 2.16 -0.46 -0.46
C -1.52 -3.19 0.61
C -1.83 -2.10 1.59
C 0.04 -3.24 0.34
C -2.09 -4.51 1.17
H -1.94 -3.06 -0.38
H -1.25 -2.30 2.51
H -2.89 -1.96 1.79
H 0.37 -4.28 0.28
H 0.34 -2.84 -0.63
H 0.34 -2.70 1.24
H -3.12 -4.52 1.52
H -1.93 -5.30 0.44
H -1.61 -4.68 2.15
H -1.39 -1.10 1.39
*
```

***

# 2
Density functional theory data (wB97M-V/def2-TZVPD) for a cluster of 2 separate species, C11H18 in total at a distorted geometry.

Computed properties:
Kohn-Sham gap: 9.880 eV
SMILES string: CCc1ccccc1.CCC
F_max: 1.77 eV Å⁻¹
E_HOMO: -8.92 eV
E_tot: -429.90519 Eh
energy above the lowest of the compared OMol25 structures with the same formula, charge and spin: 22.2 kcal/mol

Structure (ORCA input):
```
! RIJCOSX wB97M-V def2-TZVPD def2/J DEFGRID3
* xyz 0 1
C 1.02 0.23 -0.01
C 2.01 1.08 -0.82
C 1.57 -1.13 0.36
C 1.89 -2.04 -0.67
C 1.58 -1.58 1.67
C 2.11 -3.37 -0.34
C 1.60 -2.95 1.97
C 1.81 -3.83 0.92
H 0.73 0.75 0.90
H 0.08 0.11 -0.54
H 2.02 2.10 -0.44
H 1.99 -1.60 -1.64
H 1.37 -0.82 2.43
H 2.33 -4.07 -1.14
H 1.42 -3.15 3.01
H 1.77 -4.88 1.16
H 1.80 1.11 -1.88
H 3.05 0.76 -0.72
C -3.13 1.74 -0.53
C -2.40 1.71 0.83
C -2.76 2.84 -1.50
H -3.12 0.72 -0.93
H -4.20 1.82 -0.31
H -1.64 2.48 0.96
H -2.05 2.50 -2.25
H -3.59 3.25 -2.07
H -2.24 3.68 -1.03
H -3.07 1.82 1.68
H -1.95 0.72 0.92
*
```

***

# 3
Density functional theory data (wB97M-V/def2-TZVPD) for a cluster of 2 separate species, C11H18 in total at a distorted geometry.

Computed properties:
Kohn-Sham gap: 10.007 eV
SMILES string: CCc1ccccc1.CCC
F_max: 2.34 eV Å⁻¹
E_HOMO: -9.03 eV
E_tot: -429.90524 Eh
energy above the lowest of the compared OMol25 structures with the same formula, charge and spin: 22.2 kcal/mol

Structure (ORCA input):
```
! RIJCOSX wB97M-V def2-TZVPD def2/J DEFGRID3
* xyz 0 1
C -1.46 -0.54 -1.61
C -2.43 -0.31 -2.76
C -1.53 0.55 -0.55
C -1.72 0.08 0.76
C -1.24 1.88 -0.79
C -1.55 0.98 1.80
C -1.04 2.79 0.27
C -1.18 2.32 1.56
H -1.66 -1.47 -1.07
H -0.43 -0.68 -2.03
H -1.99 0.40 -3.48
H -1.87 -0.99 0.92
H -0.92 2.15 -1.79
H -1.65 0.59 2.81
H -0.77 3.80 0.03
H -0.84 2.88 2.43
H -3.44 0.11 -2.49
H -2.50 -1.13 -3.49
C 2.74 -1.57 1.35
C 1.70 -0.44 1.48
C 3.22 -1.69 -0.13
H 3.60 -1.48 2.02
H 2.34 -2.51 1.71
H 1.52 -0.42 2.55
H 4.30 -1.72 -0.25
H 2.87 -2.60 -0.62
H 0.85 -0.68 0.85
H 2.21 0.48 1.16
H 2.88 -0.77 -0.64
*
```